The following is a quantum chemistry calculation of a molecular structure, C11H20Cl2F12N5O10S4, from OMol25.

```
64
Properties=species:S:1:pos:R:3:forces:R:3
C 14.6270 -22.8803 1.4832 -0.772 1.663 1.637
O 12.1774 -21.7720 0.8283 1.697 0.089 1.152
H 18.1011 -19.2715 5.0914 0.018 0.086 -0.163
O 18.0334 -19.9833 2.1178 -1.117 -1.764 -3.332
Cl 14.8014 -14.6426 -0.9802 -0.170 0.426 0.172
H 19.1769 -14.5586 -3.0071 -0.239 -0.873 0.340
C 18.3478 -19.4240 3.1241 -0.239 0.115 0.491
F 14.3165 -18.9367 4.6300 0.834 -2.070 1.776
F 12.5597 -17.8710 -3.6542 0.157 -1.556 -0.085
Cl 13.2257 -14.8021 1.5833 0.512 0.221 0.005
C 17.5621 -16.5642 -2.9986 0.267 0.449 0.448
H 18.8353 -13.3544 -1.8858 0.148 0.134 0.487
N 18.4380 -15.2408 -1.0631 -0.656 -0.114 -0.557
H 18.5736 -16.5182 -3.4022 -0.162 0.015 -0.365
O 17.0016 -19.9755 -4.3922 -0.926 -0.484 0.756
H 18.9440 -17.3844 2.9971 -0.019 -0.025 -0.126
H 17.1558 -17.5517 -3.2177 0.234 -0.103 0.812
S 14.1008 -20.0760 -2.9408 -4.561 1.847 -0.788
S 16.4779 -20.7194 -3.2485 7.053 -3.847 -1.460
F 15.1877 -22.6073 0.3143 0.140 -0.404 -0.583
O 12.4259 -17.9292 1.5085 1.285 -0.522 -0.928
S 12.7923 -19.0129 2.3833 -0.641 1.183 2.223
S 13.1915 -21.5970 1.8806 -2.736 -3.706 -1.000
F 18.0288 -21.4753 -0.9775 -0.488 0.358 -0.191
C 16.7023 -20.6903 4.5796 -0.529 -0.977 -0.720
H 19.9525 -18.4259 3.9890 0.155 0.374 0.183
O 17.1353 -17.0431 -0.6797 0.711 1.391 -0.687
H 15.8495 -19.8314 -0.5874 0.826 -0.921 0.105
C 13.9767 -18.1147 3.7155 -0.790 -1.286 -3.071
C 19.3935 -18.3757 3.0546 0.929 0.587 1.567
F 18.5079 -19.5332 -1.8921 -0.662 -0.365 0.525
F 19.0676 -21.3517 -2.9068 -1.433 0.330 1.056
H 20.1861 -14.5094 -1.5372 0.386 0.761 -0.599
H 16.7757 -19.6513 0.8202 0.530 -0.407 0.715
H 15.0712 -19.6378 0.6963 -1.068 0.519 1.611
F 13.3070 -17.1731 4.2641 -1.122 2.039 0.421
H 15.9490 -20.7041 3.7919 -0.093 0.180 0.251
H 18.6136 -15.1602 -0.0718 -0.274 -0.087 -0.072
H 16.1257 -18.4550 -0.1091 -0.071 1.495 0.638
H 14.4789 -16.4847 0.3889 0.047 0.389 0.550
C 13.3178 -18.3078 -2.6469 -0.880 2.049 1.211
F 12.5565 -18.1811 -1.5188 1.106 -1.231 -1.173
O 16.1288 -22.1320 -3.5363 -0.047 2.327 0.400
O 14.2195 -20.0576 -4.3798 0.484 -0.394 1.029
C 19.1768 -14.3886 -1.9305 1.185 1.222 0.070
F 15.0951 -17.6429 3.1395 0.028 0.243 -0.349
N 17.7314 -19.7233 4.2672 0.791 0.906 2.591
H 12.9819 -16.0218 -0.3386 0.198 0.322 -0.159
F 14.2736 -17.3878 -2.5536 1.032 -0.438 0.271
H 16.2553 -20.5326 5.5611 -0.029 0.751 -0.265
N 15.6460 -19.9757 -2.2593 -3.809 1.142 -0.013
H 16.8817 -15.9387 -3.5763 0.282 0.647 0.252
C 17.6795 -16.2309 -1.4801 -2.046 -3.580 -0.079
H 17.0300 -21.7258 4.6705 0.666 -0.031 -0.387
F 15.5580 -22.7199 2.4425 0.097 -0.045 -0.302
C 13.8598 -15.6162 0.1642 -0.558 -1.141 -0.517
O 12.8041 -22.0457 3.2044 0.912 0.715 -0.763
N 13.8672 -20.1731 1.7334 -1.492 1.825 1.511
F 14.1904 -24.1285 1.5793 -0.033 0.567 -0.674
H 20.1430 -18.5146 2.2754 -0.581 -0.224 -0.226
O 11.6475 -19.4578 3.1774 2.159 -0.441 -0.952
C 18.1017 -20.7856 -2.0857 1.411 -0.431 -2.851
N 15.9589 -19.3629 0.3007 0.592 -0.123 -1.750
O 13.2226 -20.9748 -2.2644 1.371 0.222 -0.067
```
Positions in Å, forces in eV/Å.

Output
<S²> = 0.763
HOMO level (alpha / beta) = -9.58 / -9.58 eV
total charge = 0
spin multiplicity = 2
frontier orbital gap (alpha / beta) = 9.02 / 3.07 eV

The following is a quantum chemistry calculation of a gas-phase ion, C11H20ClN4 (charge +1), from OMol25.

```
36
Properties=species:S:1:pos:R:3:forces:R:3
H -0.2636 -4.3418 2.8538 0.313 0.537 -0.100
C 0.7525 -2.3636 2.8888 0.438 -0.772 0.046
H 6.0374 -1.1189 4.0472 -0.280 0.341 0.173
H 0.8230 2.2118 -0.9621 0.024 -0.175 0.204
C -0.8364 -3.0555 1.1786 -0.913 -0.113 0.209
H 2.2733 -3.9553 3.2049 -0.450 0.314 -0.137
H 1.4204 -3.4382 4.6476 -0.284 0.117 -0.461
H 4.5277 -3.0707 2.8607 0.002 -0.017 0.198
C 1.8041 -3.0769 3.6808 2.236 0.363 1.253
H 2.2146 -2.4032 1.3694 0.061 0.760 0.293
H 0.1933 -1.9098 -0.3925 0.207 0.179 0.469
H 0.7493 2.4912 0.7741 0.064 -0.243 -0.014
C 2.4352 0.3889 -0.8701 0.227 -0.081 -0.011
N 2.9535 -2.1695 4.0292 -0.926 -0.264 -0.568
H -0.5015 1.5294 -0.0490 0.282 -0.046 0.124
H 2.4941 -0.1168 1.7786 -0.516 -0.064 0.393
C 4.9700 -1.2686 4.1516 -1.415 -0.755 -0.500
C -0.4483 -3.2716 2.6425 -0.194 -0.371 -0.071
C 0.4041 -2.5678 0.4611 0.421 -0.262 -0.124
H 2.2183 1.1375 -1.6370 0.306 -0.332 0.135
H -1.6634 -2.3454 1.1615 0.212 0.269 -0.312
H 2.4040 -0.5896 -1.3592 0.027 0.025 0.190
Cl 0.1240 0.3149 2.4337 0.837 1.162 -0.850
H -1.2321 -2.9637 3.3388 -0.110 -0.136 -0.248
H 1.9888 -0.7221 5.3290 0.608 -0.154 -0.164
H 0.9857 -3.4123 0.0725 -0.254 0.084 -0.039
H 0.4296 -1.4929 3.4712 0.466 -0.566 -0.540
C 1.4785 -0.1427 1.3501 0.147 0.576 0.500
H 3.4357 0.5769 -0.4736 0.060 -0.066 0.018
H -1.2325 -3.9629 0.7098 0.196 0.136 0.105
N 1.3136 -1.9345 1.5077 -1.369 0.039 -0.554
C 0.5731 1.7463 -0.0078 -0.894 0.141 -0.099
N 4.1106 -0.5122 4.9236 -0.053 -0.034 0.145
N 1.4031 0.5392 0.1518 -0.598 -0.796 0.186
C 4.2430 -2.2855 3.5469 0.245 0.572 0.634
C 2.9123 -1.0613 4.8446 0.877 -0.369 -0.484
```
Positions in Å, forces in eV/Å.

Output
SMILES = CN(C)[C@@H](Cl)[N@@H+]1CCC[C@H]1Cn1ccnc1
HOMO level = -11.80 eV
total charge = +1
frontier orbital gap = 9.12 eV

The following is a quantum chemistry calculation of a molecular structure, C11H20CoN5O14P2, from OMol25.

```
53
Properties=species:S:1:pos:R:3:forces:R:3
P 0.0877 3.1673 -1.2764 -0.148 -0.023 0.059
C -3.7776 -2.0990 0.0661 -0.011 -0.010 0.001
C -0.1327 4.6235 1.0172 0.012 0.012 0.004
H 0.3409 4.9812 1.9292 -0.007 0.003 0.005
H 3.5259 2.4758 1.4221 -0.007 0.018 0.004
O -1.8150 -0.9014 0.2070 -0.067 0.003 0.055
H -2.2491 0.6571 -1.0906 0.004 0.040 -0.047
O -0.4084 -0.6603 -3.8553 -0.026 -0.022 -0.014
O 0.4751 -2.6568 -0.4552 -0.027 0.066 -0.003
O 0.1717 4.5081 -2.1633 0.058 0.051 -0.038
H 2.6570 3.9198 -0.4094 0.007 0.006 0.014
Co 0.2965 -0.6747 0.2114 0.375 -0.409 0.054
C -3.9255 -0.7805 -0.7344 -0.016 0.014 -0.010
H -0.3998 5.4673 0.3792 -0.002 -0.001 0.002
O 1.0526 -2.9027 3.8528 0.023 -0.089 -0.034
O 2.9055 2.0398 0.8261 0.038 -0.006 -0.072
O -0.1051 -4.3323 -1.8176 0.005 -0.008 -0.025
C -1.8671 -1.3092 -2.0812 -0.083 0.040 -0.042
O 1.1379 2.2057 -1.9307 0.044 -0.168 -0.131
H -4.1548 -1.9882 1.0823 0.003 -0.003 0.001
N 0.5298 -2.2364 2.9527 0.008 0.232 0.110
P 1.3880 2.3512 1.4256 0.217 -0.167 0.224
H -4.4746 -0.9054 -1.6676 -0.002 0.006 0.003
O 0.2260 -0.1731 -1.7782 0.035 0.226 -0.009
H -2.5448 -1.4177 -2.9265 -0.006 0.006 0.016
H -0.5933 4.5358 -2.7499 -0.023 -0.009 0.021
H 0.7953 1.2469 -2.0277 0.012 -0.010 0.129
H -1.8509 -2.8518 0.9022 -0.030 -0.014 -0.003
C -1.7463 -2.6715 -1.3140 0.019 -0.048 -0.005
O 1.5509 2.9183 2.7816 0.017 -0.042 0.016
H -1.0359 4.0724 1.2763 0.003 -0.010 -0.009
H 4.1560 -1.6503 0.6186 -0.012 0.006 0.000
C -0.5887 -0.6972 -2.6523 0.072 0.025 -0.016
H -4.2788 -2.9482 -0.3980 0.006 0.005 -0.009
N 3.1755 -1.4619 0.7450 -0.001 0.024 0.018
C -2.4665 -0.4024 -0.9944 0.068 0.004 0.086
N 2.4900 -0.7133 -0.2018 0.001 -0.006 -0.025
O -0.6538 -1.9935 2.9160 -0.025 -0.078 -0.046
C 0.8495 3.7209 0.2833 -0.022 0.041 0.057
H -2.3971 -3.4119 -1.7768 0.032 -0.023 0.009
C -0.3401 -3.2884 -1.2207 -0.050 0.086 0.036
O 0.6370 1.0691 1.2071 -0.500 0.335 -0.373
H 2.8375 0.2412 -0.2373 0.001 0.006 0.013
O 2.0064 4.5150 -0.0161 0.000 -0.017 -0.051
H 4.1614 -3.1258 2.2716 -0.009 -0.023 0.007
H -4.4208 -0.0095 -0.1459 0.004 -0.001 0.004
C 2.5404 -1.9981 1.8063 -0.029 -0.019 -0.064
N 3.2828 -2.7756 2.6065 -0.002 0.010 0.001
N 1.2628 -1.6768 1.9487 0.022 -0.024 0.074
H 2.7954 -3.2185 3.3721 0.001 0.005 0.001
C -2.2614 -2.2748 0.0799 0.046 0.040 0.001
O -1.2999 2.6777 -1.1672 -0.017 -0.099 -0.015
H 2.4525 -1.1870 -1.0985 -0.013 0.020 0.018
```
Positions in Å, forces in eV/Å.

Output
<S²> = 3.756
HOMO level (alpha / beta) = -6.03 / -6.05 eV
total charge = -1
spin multiplicity = 4
frontier orbital gap (alpha / beta) = 8.26 / 8.27 eV

The following is a quantum chemistry calculation of 2 unconnected molecules or ions with the total composition C11H20F3O8S2Si, from OMol25.

```
45
Properties=species:S:1:pos:R:3:forces:R:3
C -2.7831 -2.2838 2.0392 0.001 0.105 -0.113
C -0.8029 -0.2112 3.0712 0.049 0.065 -0.074
C -0.3068 0.7174 0.0522 0.078 -0.043 -0.006
O 1.4506 -1.5512 -1.9753 0.072 -0.117 -0.080
H -1.2427 -0.4010 4.0535 0.012 -0.020 -0.008
O 1.5179 4.2372 0.2266 -0.118 0.240 -0.009
S 0.1313 -2.0707 -1.8801 -0.045 0.231 0.109
H -2.7166 -0.6693 -3.1696 0.029 -0.001 0.001
H -2.5627 0.7201 -1.2283 0.024 -0.009 -0.038
O 0.4328 2.7768 -1.0372 -0.131 0.007 0.034
H -4.3225 0.3488 1.2933 -0.019 0.029 0.046
F 6.9980 0.8427 -1.8030 -0.036 0.011 0.012
C 0.1631 1.3793 -1.2467 0.009 0.014 -0.044
H 0.3292 -1.9615 0.4238 -0.041 0.013 0.016
H -1.2064 -2.6877 -0.0930 0.024 0.018 0.033
H -0.6146 1.3868 -2.0074 0.021 -0.060 0.017
O -0.1788 -3.4050 -2.2959 0.034 -0.121 -0.037
F 5.0221 0.3945 -2.5645 0.021 0.029 0.044
S 5.0856 0.9352 0.0364 0.058 0.000 -0.033
C 5.6955 1.1636 -1.6910 0.007 -0.021 -0.065
H -2.4691 -2.1524 -2.2475 -0.002 0.009 0.004
O -0.7793 -1.0561 -2.7101 -0.093 0.054 -0.005
C -3.4355 0.6934 1.8300 -0.010 -0.012 -0.182
H 0.5822 0.4322 0.6214 -0.064 -0.017 0.066
H -3.1381 1.6483 1.3902 0.006 0.014 0.077
C -2.4069 -0.3421 -1.0344 -0.051 -0.079 0.060
H 1.8195 2.2478 0.4051 0.044 0.006 -0.103
O 3.6926 1.3318 -0.0867 -0.095 -0.079 0.028
H -0.4942 0.8364 3.0438 0.007 -0.031 0.016
C -1.2581 -0.5046 -0.0007 -0.085 -0.001 -0.097
C 1.3134 3.0976 -0.0665 0.177 -0.102 0.062
H -3.4280 -2.2476 2.9204 0.026 -0.059 0.004
C -0.5359 -1.8387 -0.2325 0.096 -0.031 -0.031
O 5.3046 -0.4737 0.2701 -0.024 -0.013 0.027
H 1.0395 0.8793 -1.6579 0.038 0.049 0.047
H 0.1009 -0.8179 2.9809 -0.026 -0.023 0.013
C -2.1690 -1.1052 -2.3361 0.006 0.037 -0.020
Si -2.0592 -0.5768 1.7339 0.061 -0.052 0.208
H -3.7152 0.8684 2.8710 0.003 0.006 -0.018
H -3.3874 -2.6340 1.1976 0.001 -0.016 0.037
H -1.9905 -3.0131 2.2191 -0.061 -0.034 0.025
H -3.3590 -0.7185 -0.6406 0.033 0.026 0.041
O 5.9183 1.8413 0.7926 -0.020 -0.012 0.004
H -0.7996 1.5062 0.6356 -0.019 0.019 -0.091
F 5.5650 2.4370 -2.1028 0.003 -0.025 0.021
```
Positions in Å, forces in eV/Å.

Output
HOMO level = -5.89 eV
total charge = -1
frontier orbital gap = 7.89 eV

The following is a quantum chemistry calculation of a molecular structure, C11H20F9NaO13S3, from OMol25.

```
57
Properties=species:S:1:pos:R:3:forces:R:3
O 6.3783 -1.3655 2.1893 0.796 -0.724 -0.211
F 6.3527 -4.0499 0.4498 -0.509 -0.473 -1.423
H 2.7562 9.3930 0.1051 -0.548 0.170 -0.239
C -7.3983 -0.6178 -0.2948 1.894 0.892 1.722
F 6.6378 -5.1952 2.2724 0.777 0.582 -0.641
F -0.1178 2.0587 -6.1103 0.425 -2.392 -0.936
O 6.0796 -2.8685 4.0641 0.212 -0.961 -0.098
O -5.2703 -0.6396 1.3856 -1.181 1.094 -1.302
H 1.5886 3.6126 2.4115 0.325 0.203 -0.583
F -6.4374 -0.8590 -1.2403 -1.448 -0.480 0.358
Na -0.4998 -2.4372 -0.0445 0.003 0.159 0.003
C 1.5079 7.0090 2.4120 0.643 -1.167 0.393
S -0.0235 3.0906 -3.5907 0.169 0.255 0.825
H -0.7822 -7.8891 -0.6519 0.204 -0.317 0.089
C 6.8166 -3.9835 1.6611 -0.640 1.476 2.281
F 8.1274 -3.6479 1.5570 -0.511 -0.825 0.475
F -0.0488 4.1342 -6.1242 0.097 1.036 -0.088
O -1.0035 -5.8848 -2.0724 -0.520 -0.810 0.989
C 2.7768 7.8594 2.2487 -0.980 -1.068 -0.941
H 0.0082 -7.8818 1.7878 -0.495 -0.867 0.127
F -1.8859 3.1555 -5.5723 -0.412 -0.148 -0.124
H -0.4657 -6.4797 2.6409 -0.005 -0.031 0.267
S 5.8336 -2.6310 2.6603 -0.318 2.216 -0.411
S -6.4723 0.2267 1.2010 2.582 0.817 0.829
O -7.3894 -0.0450 2.2817 -1.045 0.659 -0.054
H 1.6223 7.9499 -0.3005 -0.059 0.615 -0.487
C -1.3388 -5.0541 -3.1581 -1.157 -0.538 0.632
F -7.9428 -1.7660 0.2088 0.500 0.788 -1.365
H -1.7760 -7.5971 2.4525 0.284 -0.976 -0.002
H 3.3536 8.0561 -0.9144 -0.728 0.355 -0.689
C 2.6286 8.3415 -0.1521 1.670 -1.632 1.626
H 0.9789 7.2702 3.3285 -0.121 -0.259 0.372
O 3.2202 7.5502 0.9268 0.481 1.406 0.423
O -0.7231 4.2450 -3.0478 0.488 0.069 -0.824
O 4.4468 -2.7324 2.2284 0.074 -1.383 0.006
C -1.6292 -7.3407 -0.2398 -0.127 0.284 -1.199
C -0.8591 -7.2492 1.9766 0.493 1.515 0.513
O 1.9483 5.6321 2.3592 0.036 0.415 0.216
H -2.8775 -5.7591 -1.1521 -0.025 0.241 0.319
H 0.7264 4.4689 3.5488 -0.918 0.396 0.003
O 1.4368 3.1320 -3.5815 -0.834 0.374 -0.763
H -2.3714 -8.0601 0.1061 -0.269 -0.049 -0.003
F -8.3568 0.1369 -0.8279 0.015 -0.478 -0.138
H -2.0035 -4.2618 -2.8139 0.266 0.740 0.094
H -2.0327 -5.6218 -3.7780 0.460 -0.057 -0.957
C -2.1690 -6.5292 -1.4574 1.452 0.935 0.750
C -0.5583 3.0883 -5.4708 0.417 1.409 2.557
H 0.8364 7.2064 1.5764 -0.119 0.093 -0.108
H -2.7241 -7.1220 -2.1843 0.332 -0.505 -0.082
C 1.0280 4.5429 2.5040 0.868 0.568 0.342
H 3.5746 7.6348 2.9567 -0.066 -0.591 -0.100
O -1.1933 -6.5315 0.8289 -0.583 0.812 -1.402
O -6.1526 1.6759 0.9149 -1.238 -3.466 -0.032
O -0.5354 1.8551 -3.0352 -0.318 -0.741 -0.643
H 2.5462 8.9041 2.4570 -0.173 0.433 -0.567
H 0.2515 4.5619 1.7393 -0.301 0.059 0.323
H -0.4240 -4.6912 -3.6266 -0.313 -0.127 -0.124
```
Positions in Å, forces in eV/Å.

Output
HOMO level = -4.42 eV
total charge = -2
frontier orbital gap = 5.47 eV

Calculated values (eV Å⁻¹) of maximum force for the records, taken in order: 8.17 2.59 0.71 0.27 3.68.
Calculated values (eV) of DFT total energy for the records, taken in order: -140644.8713 -30206.2202 -104059.9256 -65815.1328 -99727.0241.